Version i
The molecule C3H9N3, computed with ωB97M-V/def2-TZVPD.

Geometry (Å):
C -0.28 2.23 0.23
N -0.80 1.01 0.90
C -0.30 -0.14 0.46
C -0.51 -1.40 1.13
N 0.33 -0.24 -0.69
N 0.78 -1.47 -1.22
H 0.82 2.27 0.28
H -0.56 3.01 0.95
H -0.76 2.42 -0.76
H -0.84 -2.16 0.33
H -1.25 -1.19 1.87
H 0.60 -1.76 1.27
H 0.52 0.59 -1.26
H 0.43 -1.78 -2.18
H 1.85 -1.38 -1.31

Calculated values
SMILES string ... C/N=C(/C)NN
HOMO ... -8.3 eV
Multiplicity ... 1
LUMO ... 0.7655 eV
Orbital gap ... 9.073 eV

Version ii
A cluster of 2 separate species, C3H9N3 in total, computed with ωB97M-V/def2-TZVPD.

Geometry (Å):
H 0.55 -3.28 1.52
N 1.10 -3.10 0.69
C 0.66 -2.12 0.03
N 1.43 -1.17 -0.64
H -0.40 -1.77 0.10
H 1.25 -1.05 -1.62
H 2.38 -1.18 -0.30
C -0.08 2.10 0.66
N -1.34 2.13 0.51
C -1.81 2.06 -0.87
H 0.28 2.17 1.68
H 0.71 1.95 -0.07
H -2.80 1.60 -0.81
H -1.89 3.08 -1.26
H -1.17 1.62 -1.63

Calculated values
SMILES string ... [H]/N=C/N.C=NC
HOMO ... -9.5 eV
Multiplicity ... 1
LUMO ... 0.8807 eV
Orbital gap ... 10.372 eV

Winner for stability: version ii

Version i
A structure of composition C3H9N3, computed with ωB97M-V/def2-TZVPD.

Geometry (Å):
C 0.24 -0.52 1.53
C 1.58 -0.13 0.13
N -0.88 -0.16 -0.89
N -0.99 0.28 -2.22
C -0.83 0.41 1.27
N -1.35 0.62 0.09
H -0.62 -1.13 -0.79
H -0.55 1.19 -2.29
H -1.98 0.41 -2.43
H -1.02 1.21 1.98
H 0.67 -0.44 2.52
H 0.07 -1.54 1.19
H 1.70 0.95 0.15
H 2.40 -0.62 0.64
H 1.56 -0.53 -0.88

Calculated values
HOMO ... -8.1 eV
Multiplicity ... 1
LUMO ... 1.1014 eV
Orbital gap ... 9.188 eV

Version ii
The molecule C3H9N3, computed with ωB97M-V/def2-TZVPD.

Geometry (Å):
C 0.72 0.70 -1.16
C -1.29 0.33 0.68
N 1.75 0.82 -0.24
C -0.28 -0.51 -0.11
N 0.95 -0.73 0.71
N -0.64 -1.64 -0.68
H 1.54 1.55 0.44
H 1.49 -1.49 0.31
H 0.89 -0.67 1.73
H -1.64 -1.68 -0.85
H 0.11 1.58 -1.38
H 1.02 0.15 -2.05
H -2.09 0.63 0.01
H -0.84 1.22 1.12
H -1.72 -0.27 1.48

Calculated values
HOMO (spin up / spin down) ... -7.8 / -7.9 eV
Multiplicity ... 1
LUMO (spin up / spin down) ... -0.3069 / 0.1294 eV
Orbital gap (spin up / spin down) ... 7.479 / 8.062 eV

Winner for stability: version i

Version i
A cluster of 3 separate species, C6H13NOSi in total, computed with ωB97M-V/def2-TZVPD.

Geometry (Å):
C -0.47 0.39 2.11
Si 0.15 1.04 0.41
C -0.03 2.99 0.27
C -0.92 -0.01 -0.84
N 1.85 0.60 0.03
C 3.01 0.89 -0.02
O 4.12 1.09 -0.27
H 0.25 0.42 2.81
H -1.30 0.95 2.41
H -0.74 -0.64 2.13
H -1.03 3.18 -0.21
H 0.07 3.42 1.32
H 0.80 3.37 -0.42
H -0.96 -0.97 -0.50
H -1.96 0.52 -0.91
H -0.54 -0.06 -1.93
H -0.16 -3.29 -3.39
H -0.23 -3.70 -2.85
C 1.46 -2.73 1.04
C 1.60 -2.25 -0.05
H 1.22 -2.91 2.04
H 1.89 -2.05 -1.03

Calculated values
SMILES string ... C[Si](C)(C)N=C=O.[H][H].C#C
HOMO ... -10.1 eV
Multiplicity ... 1
LUMO ... 0.7035 eV
Orbital gap ... 10.808 eV

Version ii
The molecule C6H13NOSi, computed with ωB97M-V/def2-TZVPD.

Geometry (Å):
C 2.97 -0.24 2.02
C 1.54 -0.18 1.48
C 0.69 -1.26 1.41
N -0.61 -1.16 1.01
Si -1.40 0.14 0.33
C -0.34 1.22 -0.86
C -0.75 0.61 -2.27
C -2.22 0.08 -2.07
O -2.39 -0.48 -0.82
H 3.66 -0.31 1.18
H 3.22 -1.18 2.48
H 3.20 0.53 2.74
H 1.15 0.78 1.28
H 1.07 -2.29 1.54
H -1.13 -1.97 1.24
H -2.21 0.97 1.20
H 0.73 1.15 -0.70
H -0.62 2.32 -0.83
H -0.21 -0.43 -2.42
H -0.69 1.32 -3.03
H -2.93 0.97 -2.05
H -2.71 -0.56 -2.85

Calculated values
SMILES string ... C/C=C/N[Si@H]1CCCO1
HOMO ... -7.9 eV
Multiplicity ... 1
LUMO ... 0.9209 eV
Orbital gap ... 8.842 eV

Winner for stability: version ii